# 1
Molecular formula: C3H10N2O
Method: DFT, the ωB97M-V functional and the def2-TZVPD basis

SMILES string: C=CO.NCN
HOMO-LUMO gap (eV): 9.88
Energy relative to the best compared isomer or geometry (same formula, charge and spin) (eV): 2.008
Total charge: 0
E (a.u.): -305.00087
Largest force on an atom (eV/Å): 1.35

Each line ends with the Löwdin charge.
Element x y z (Å)
C (-4.01066, 0.10205, -0.05726)  -0.01
C (-4.40437, 0.49383, -1.26618)  -0.28
O (-3.57085, 0.97101, -2.24051)  -0.01
H (-4.75039, -0.48693, 0.46242)  0.04
H (-2.99833, -0.01568, 0.30653)  0.05
H (-5.40354, 0.24375, -1.60575)  0.11
H (-2.77960, 1.31300, -1.80584)  0.10
N (4.65654, -1.08904, 0.57479)  -0.01
C (3.51026, -0.19580, 0.67249)  -0.39
N (2.92865, -0.09924, 2.02286)  -0.02
H (5.26860, -0.90370, 1.36140)  0.06
H (4.27804, -2.01727, 0.68972)  0.05
H (2.81255, -0.48197, -0.12822)  0.10
H (3.88326, 0.81545, 0.45364)  0.10
H (2.33688, -0.91723, 2.17174)  0.06
H (2.23803, 0.63828, 2.09500)  0.05

Atoms 1-3, force components in eV/Å:
C -0.61 -0.85 -0.26
C 1.05 -0.85 0.08
O -0.51 0.50 0.22

---

# 2
Molecular formula: C41H49F3O6S
Method: DFT, the ωB97M-V functional and the def2-TZVPD basis

SMILES string: CC(=O)OC[C@]1(CCCC(=O)O)[C@@H](CCC(F)(F)F)OC(=O)[C@@H]1CCCS.c1ccccc1.c1ccccc1.c1ccccc1.c1ccccc1
HOMO-LUMO gap (eV): 9.05
Total charge: 0
E (a.u.): -2740.52584
Largest force on an atom (eV/Å): 9.37

Each line ends with the Löwdin charge.
Element x y z (Å)
C (0.42240, -0.75669, 2.39582)  -0.01
C (1.40519, -1.08995, 1.12185)  -0.28
O (2.68496, -0.66098, 1.20035)  -0.03
O (1.02992, -1.82651, -0.09479)  -0.12
C (-0.23686, -1.33036, -0.67512)  -0.12
C (-0.44303, -1.74737, -2.27190)  -0.23
C (-2.08967, -1.72352, -2.43789)  -0.11
C (-2.64291, -0.74346, -3.63002)  -0.18
C (-2.56745, 0.86136, -3.30250)  -0.11
C (-4.00106, 1.56120, -2.93053)  -0.25
O (-4.20915, 1.90057, -1.65196)  -0.03
O (-5.03822, 1.86512, -3.96797)  0.00
C (0.17047, -3.23303, -2.58837)  -0.23
C (-0.08750, -4.49763, -1.58566)  -0.09
C (-1.56064, -5.20303, -1.69407)  -0.07
C (-2.58598, -4.92118, -0.45759)  -0.21
F (-3.84620, -4.25805, -0.96263)  -0.02
F (-2.90547, -6.24897, 0.18895)  -0.02
F (-2.07988, -4.05506, 0.62616)  0.01
O (0.06176, -3.42225, -4.06206)  -0.03
C (0.39880, -2.06457, -4.60776)  -0.17
O (0.58341, -1.76555, -5.91690)  -0.02
C (0.46467, -0.92468, -3.38497)  -0.13
C (1.96317, -0.39884, -3.00167)  -0.12
C (2.09083, 1.16876, -3.57216)  -0.24
C (1.50892, 2.26662, -2.46096)  -0.52
S (2.81894, 3.63768, -2.27927)  0.59
H (0.45978, 0.42600, 2.53665)  0.09
H (0.84442, -1.24958, 3.38587)  0.11
H (-0.70247, -1.04988, 2.23669)  0.09
H (-0.27720, -0.14042, -0.63879)  0.15
H (-1.09582, -1.77265, 0.02461)  0.13
H (-2.54955, -2.79995, -2.67241)  0.12
H (-2.65173, -1.37558, -1.44398)  0.14
H (-3.79915, -1.00556, -3.76405)  0.13
H (-2.16156, -0.95653, -4.69507)  0.13
H (-2.19116, 1.38648, -4.30643)  0.13
H (-1.71108, 1.08103, -2.50785)  0.13
H (-4.70644, 1.45291, -4.83705)  0.13
H (1.34391, -3.05865, -2.45161)  0.17
H (0.69073, -5.33898, -1.92621)  0.14
H (0.22044, -4.27481, -0.45350)  0.14
H (-2.00718, -4.92535, -2.76356)  0.14
H (-1.39180, -6.38224, -1.73469)  0.14
H (0.00994, 0.00197, -3.93339)  0.13
H (2.78553, -1.07469, -3.49411)  0.13
H (2.20526, -0.32678, -1.86153)  0.12
H (1.61077, 1.31054, -4.63047)  0.12
H (3.25801, 1.38327, -3.63546)  0.10
H (1.33078, 1.80597, -1.40112)  0.07
H (0.53370, 2.80596, -2.84526)  0.07
H (3.36478, 3.90985, -3.56310)  -0.11
C (-5.09692, 3.01553, 1.22425)  -0.09
C (-3.84643, 2.40029, 1.17344)  -0.09
C (-3.00988, 2.42596, 2.28892)  -0.10
C (-3.42227, 3.07121, 3.45503)  -0.10
C (-4.66894, 3.69449, 3.50281)  -0.10
C (-5.50712, 3.66561, 2.38857)  -0.09
H (-5.75127, 2.98956, 0.35715)  0.10
H (-3.52387, 1.89963, 0.26394)  0.06
H (-2.03680, 1.94342, 2.25006)  0.08
H (-2.77184, 3.08917, 4.32510)  0.09
H (-4.98810, 4.20255, 4.40954)  0.10
H (-6.47957, 4.14935, 2.42674)  0.10
C (0.61133, 5.12008, 3.95220)  -0.09
C (0.44145, 3.91490, 3.27139)  -0.10
C (1.04176, 3.72538, 2.02701)  -0.09
C (1.80917, 4.74355, 1.46075)  -0.09
C (1.97141, 5.95220, 2.13734)  -0.10
C (1.37421, 6.14041, 3.38347)  -0.09
H (0.14900, 5.26496, 4.92481)  0.10
H (-0.15865, 3.12233, 3.71137)  0.09
H (0.91195, 2.78473, 1.49827)  0.08
H (2.27912, 4.59526, 0.49248)  0.06
H (2.56454, 6.74806, 1.69354)  0.09
H (1.50267, 7.08148, 3.91166)  0.10
C (6.85153, 8.16512, 1.02977)  -0.10
C (5.78718, 7.27591, 1.17562)  -0.10
C (5.72032, 6.44430, 2.29308)  -0.09
C (6.72100, 6.49873, 3.26360)  -0.09
C (7.79024, 7.38136, 3.11315)  -0.10
C (7.85520, 8.21569, 1.99755)  -0.10
H (6.89983, 8.81772, 0.16230)  0.10
H (5.00864, 7.23157, 0.41812)  0.10
H (4.88888, 5.75385, 2.40809)  0.09
H (6.66786, 5.85281, 4.13558)  0.10
H (8.57333, 7.41974, 3.86644)  0.10
H (8.68728, 8.90511, 1.88162)  0.10
C (-2.24844, -9.41724, 0.78849)  -0.10
C (-0.85808, -9.46648, 0.88479)  -0.10
C (-0.23981, -10.54468, 1.51726)  -0.10
C (-1.01270, -11.57261, 2.05785)  -0.10
C (-2.40349, -11.51880, 1.96975)  -0.10
C (-3.02168, -10.44246, 1.33397)  -0.09
H (-2.72960, -8.58033, 0.28971)  0.08
H (-0.25576, -8.66426, 0.46583)  0.09
H (0.84393, -10.58439, 1.58911)  0.10
H (-0.53123, -12.41401, 2.54837)  0.10
H (-3.00630, -12.31686, 2.39622)  0.10
H (-4.10541, -10.40184, 1.26332)  0.10

Atoms 1-3, force components in eV/Å:
C -0.22 0.54 -0.41
C 6.28 1.93 0.22
O -8.28 -2.98 -0.68

---

# 3
Molecular formula: C49H87Br3N8OSi2Tl
Method: DFT, the ωB97M-V functional and the def2-TZVPD basis

HOMO-LUMO gap (eV): 6.96
Total charge: +1
E (a.u.): -10906.05288
Largest force on an atom (eV/Å): 0.35

Each line ends with the Löwdin charge.
Element x y z (Å)
Tl (0.20798, -0.01183, 0.17872)  0.77
C (-4.61884, 0.94990, 3.48127)  -0.06
N (-3.40525, 1.08370, 2.68915)  -0.16
C (-2.80052, 2.39994, 2.77239)  -0.06
C (-2.62713, -0.04735, 2.41159)  -0.41
N (-1.35876, -0.17857, 2.65088)  0.08
C (-0.81401, 0.42558, 3.79502)  -0.25
C (-1.45354, 0.31692, 5.03465)  -0.04
C (-0.94504, 0.90922, 6.17734)  -0.09
C (0.23342, 1.63667, 6.09387)  -0.09
C (0.90435, 1.70493, 4.88484)  -0.04
C (0.43227, 1.06391, 3.73364)  -0.26
N (1.15084, 1.14252, 2.52498)  0.06
C (2.45460, 1.02785, 2.57777)  -0.42
N (3.14417, 0.24828, 3.47521)  -0.15
C (2.53196, -0.89873, 4.11875)  -0.07
C (4.35538, 0.72294, 4.11879)  -0.05
N (3.21425, 1.68734, 1.66525)  -0.12
C (2.62788, 2.76227, 0.88400)  -0.06
C (4.45421, 1.14446, 1.12938)  -0.02
N (-3.31626, -1.05054, 1.79049)  -0.13
C (-2.68050, -2.34746, 1.62516)  -0.05
C (-4.39657, -0.78959, 0.85052)  -0.05
H (-4.42824, 1.22810, 4.52409)  0.09
H (-4.97956, -0.07417, 3.45689)  0.09
H (-5.40051, 1.60852, 3.09416)  0.09
H (-2.59856, 2.71000, 3.80095)  0.10
H (-3.49052, 3.12547, 2.32704)  0.08
H (-1.85824, 2.40912, 2.22651)  0.08
H (-2.36747, -0.26336, 5.08884)  0.11
H (-1.46663, 0.80796, 7.11999)  0.10
H (0.63949, 2.13528, 6.96417)  0.10
H (1.82917, 2.26704, 4.81709)  0.12
H (1.63789, -1.20174, 3.58080)  0.06
H (2.25910, -0.68340, 5.15611)  0.09
H (3.24412, -1.72738, 4.10990)  0.09
H (4.66653, 1.67210, 3.69253)  0.09
H (5.16923, 0.00165, 4.01154)  0.09
H (4.16859, 0.86650, 5.18851)  0.09
H (3.42139, 3.46490, 0.62045)  0.08
H (1.88256, 3.27869, 1.48583)  0.09
H (2.17163, 2.38957, -0.04057)  0.04
H (5.30488, 1.78891, 1.36592)  0.10
H (4.37433, 1.06225, 0.04492)  0.08
H (4.63920, 0.15418, 1.53782)  0.09
H (-1.99793, -2.52495, 2.45143)  0.09
H (-3.45346, -3.11841, 1.61635)  0.09
H (-2.12313, -2.40689, 0.68733)  0.04
H (-4.74777, 0.23204, 0.94152)  0.07
H (-5.23298, -1.46309, 1.04710)  0.10
H (-4.05854, -0.96164, -0.17601)  0.05
Br (2.35735, -2.74498, 1.04566)  0.60
C (1.68782, -4.48115, 0.52284)  -1.02
Br (0.18403, -4.35135, -0.66374)  0.64
H (1.38107, -4.99857, 1.42141)  0.00
H (2.48595, -4.99448, 0.00431)  0.00
C (-1.22699, -3.10944, -6.04211)  -0.10
C (-1.96126, -3.98960, -5.02508)  -0.62
C (-2.56233, -5.18734, -5.78141)  -0.08
C (-0.89907, -4.49979, -4.03997)  -0.14
Si (-3.35067, -3.02147, -4.12585)  0.52
Br (-2.31031, -1.69933, -2.55783)  0.50
C (-4.26713, -1.72922, -5.21825)  -0.63
C (-3.36302, -0.55259, -5.61785)  -0.12
C (-4.78288, -2.40512, -6.50135)  -0.08
C (-5.46624, -1.12618, -4.47347)  -0.11
C (-4.50997, -4.13507, -3.06838)  -0.62
C (-5.21516, -3.35279, -1.95002)  -0.12
C (-5.58219, -4.77401, -3.96864)  -0.08
C (-3.72756, -5.25495, -2.36689)  -0.10
H (-0.40907, -3.68818, -6.48297)  0.10
H (-0.78934, -2.23272, -5.56682)  0.05
H (-1.87014, -2.78548, -6.86002)  0.07
H (-1.77085, -5.68055, -6.35332)  0.09
H (-3.33534, -4.88428, -6.49069)  0.07
H (-2.99096, -5.93264, -5.11256)  0.06
H (-0.15429, -5.08081, -4.59325)  0.10
H (-1.30814, -5.14627, -3.26650)  0.04
H (-0.37565, -3.67557, -3.55470)  0.02
H (-2.47393, -0.85699, -6.16318)  0.06
H (-3.04140, 0.02047, -4.74663)  0.04
H (-3.93397, 0.11842, -6.26799)  0.09
H (-3.96918, -2.78130, -7.12195)  0.07
H (-5.33791, -1.67637, -7.09992)  0.09
H (-5.45717, -3.23611, -6.29106)  0.07
H (-5.16895, -0.68691, -3.51811)  0.06
H (-6.25349, -1.85739, -4.29121)  0.07
H (-5.89922, -0.32806, -5.08481)  0.09
H (-5.75928, -2.48070, -2.30595)  0.06
H (-4.49798, -3.02458, -1.19756)  0.03
H (-5.93538, -4.01607, -1.46023)  0.09
H (-6.27492, -4.03107, -4.36500)  0.07
H (-6.17029, -5.48518, -3.38074)  0.09
H (-5.15350, -5.32126, -4.80946)  0.07
H (-2.92699, -4.85580, -1.73943)  0.06
H (-3.29681, -5.97330, -3.06230)  0.07
H (-4.41113, -5.80587, -1.71326)  0.09
N (-1.63640, 4.68194, -1.15508)  0.08
C (-2.51936, 3.91524, -0.20897)  -0.11
C (-3.00117, 2.63634, -0.87705)  -0.18
N (-1.83690, 1.87275, -1.28253)  -0.06
C (-1.04218, 2.59071, -2.27151)  -0.22
C (-0.48020, 3.83823, -1.64211)  -0.08
H (-1.29077, 5.52934, -0.70620)  0.18
H (-2.18423, 4.96678, -1.96938)  0.18
H (-3.34690, 4.55712, 0.08801)  0.14
H (-1.90759, 3.67160, 0.65805)  0.11
H (-3.66258, 2.89060, -1.72258)  0.13
H (-3.58359, 2.07575, -0.14476)  0.11
H (-2.09968, 0.96793, -1.66161)  0.03
H (-1.62467, 2.85175, -3.17193)  0.14
H (-0.19347, 1.96031, -2.54312)  0.05
H (0.11141, 4.42371, -2.34505)  0.10
H (0.12559, 3.58324, -0.77246)  0.14
C (2.36353, 1.24126, -5.86708)  -0.08
C (1.55861, 0.74444, -4.66035)  -0.58
C (0.08204, 1.12992, -4.82357)  -0.10
C (1.64201, -0.78850, -4.61432)  -0.09
Si (2.27144, 1.41691, -3.02637)  0.41
O (1.41631, 1.00698, -1.74347)  -0.54
C (2.36428, 3.33093, -3.05973)  -0.20
C (3.11384, 3.93611, -2.04224)  -0.11
C (3.16472, 5.31372, -1.87886)  -0.07
C (2.45842, 6.14110, -2.74412)  -0.09
C (1.71456, 5.57259, -3.76900)  -0.11
C (1.67322, 4.18917, -3.92005)  -0.13
C (4.06184, 0.81709, -2.94730)  -0.23
C (4.33376, -0.43904, -2.39776)  -0.12
C (5.62272, -0.95376, -2.36378)  -0.09
C (6.67656, -0.21190, -2.87985)  -0.09
C (6.43226, 1.03911, -3.42965)  -0.08
C (5.13837, 1.54278, -3.46309)  -0.10
H (1.94575, 0.83186, -6.79369)  0.09
H (3.40557, 0.92008, -5.80375)  0.08
H (2.35836, 2.32999, -5.95145)  0.07
H (-0.28609, 0.80151, -5.80117)  0.09
H (-0.08525, 2.20808, -4.76605)  0.05
H (-0.53109, 0.65704, -4.05128)  0.05
H (1.24361, -1.21964, -5.53948)  0.08
H (1.06438, -1.18782, -3.77443)  0.07
H (2.67387, -1.12921, -4.50967)  0.08
H (3.68251, 3.30639, -1.36617)  0.08
H (3.76497, 5.74428, -1.08600)  0.11
H (2.51071, 7.21752, -2.63884)  0.10
H (1.17773, 6.20609, -4.46512)  0.10
H (1.08555, 3.78517, -4.73451)  0.09
H (3.51412, -1.02418, -1.98980)  0.10
H (5.80741, -1.93156, -1.93466)  0.10
H (7.68363, -0.60885, -2.86071)  0.10
H (7.25056, 1.62089, -3.83538)  0.10
H (4.96459, 2.52209, -3.89729)  0.10

Atoms 1-3, force components in eV/Å:
Tl 0.09 -0.11 -0.29
C 0.01 0.07 -0.07
N 0.11 -0.04 0.14

---

# 4
Molecular formula: C3H10NO2S
Method: DFT, the ωB97M-V functional and the def2-TZVPD basis

HOMO-LUMO gap (eV): 6.52
Energy relative to the best compared isomer or geometry (same formula, charge and spin) (eV): 0.221
Total charge: -1
E (a.u.): -723.73586
Largest force on an atom (eV/Å): 0.47

Each line ends with the Löwdin charge.
Element x y z (Å)
C (-0.56617, -0.53490, -0.80319)  -0.33
C (-0.06037, -1.82712, -1.45480)  -0.58
S (-0.46858, -2.03026, -3.21193)  0.63
N (-0.62476, -0.67748, 0.64663)  -0.08
C (0.22672, 0.35296, 1.31692)  -0.52
O (-0.18916, 1.61355, 1.10663)  -0.30
H (-1.54742, -0.30716, -1.23161)  0.09
H (0.09544, 0.27986, -1.09714)  0.11
H (1.02840, -1.83957, -1.46799)  0.05
H (-0.33460, -2.71074, -0.87794)  0.05
H (-1.58337, -1.30321, -3.31772)  -0.18
H (-1.56825, -0.42576, 0.91947)  0.08
H (1.27252, 0.13449, 0.98385)  0.10
H (0.19977, 0.05467, 2.38755)  0.09
H (1.92191, 3.54100, 1.72879)  -0.01
H (0.74823, 2.57374, 1.92683)  -0.03
O (1.44970, 3.10592, 2.44565)  -0.17

Atoms 1-3, force components in eV/Å:
C -0.08 -0.37 -0.23
C 0.34 -0.17 0.13
S 0.18 -0.19 -0.39

---

Number 1: highest occupied orbital energy -9.28 eV. Number 2: highest occupied orbital energy -9.07 eV. Number 3: highest occupied orbital energy -9.41 eV. Number 4: highest occupied orbital energy -3.52 eV.